# 1
Below is a molecular structure, C38H45Cl3I2N4O2PS4SbW, with properties calculated with the ωB97M-V functional and the def2-TZVPD basis.

As for the calculated total energy: -164932.5551 eV. The max |F| is 0.5 eV/A. The total charge is +3. The HOMO energy (spin up / spin down) comes out at -14.476 / -14.476 eV. Its spin multiplicity is 2.

```
101
Properties=species:S:1:pos:R:3:forces:R:3
W -0.748116 0.272197 -2.090890 -0.04 -0.04 -0.51
I 0.668394 -6.681891 -5.179679 0.03 -0.08 -0.04
C 0.103886 -4.961650 -4.186114 -0.01 0.05 0.01
C -0.549055 -5.051400 -2.960765 -0.03 -0.04 0.07
C -0.923597 -3.901579 -2.273748 0.08 -0.09 -0.21
I -1.938920 -4.046706 -0.470484 0.08 -0.02 0.10
C -0.619888 -2.685064 -2.862147 -0.09 0.34 0.20
O -0.911060 -1.504721 -2.196895 0.08 -0.24 0.04
C -0.014452 -2.554790 -4.106607 0.02 -0.07 -0.03
C 0.075406 -1.221452 -4.799243 0.06 0.09 0.07
N 0.515354 -0.063310 -3.942171 -0.03 -0.03 -0.07
C 0.580866 1.154366 -4.796939 0.03 -0.08 0.06
C 0.394234 2.403878 -3.992811 -0.02 0.00 0.01
C 0.640332 3.654905 -4.523731 0.04 0.01 -0.05
C 0.316566 4.776661 -3.780244 0.01 0.10 -0.02
C -0.228131 4.619044 -2.510861 -0.01 0.08 0.00
C -0.419841 3.348087 -2.029577 0.01 -0.01 -0.13
N -0.112272 2.254707 -2.759934 -0.08 -0.10 0.12
C 0.360080 -3.715602 -4.760787 0.03 0.00 -0.05
H -0.768452 -6.022444 -2.535237 0.00 0.03 -0.02
H -0.904699 -0.940811 -5.183636 -0.06 0.00 -0.03
H 0.758384 -1.296048 -5.644992 0.02 -0.02 -0.05
H 1.464890 -0.273286 -3.642613 0.07 -0.02 0.02
H -0.231217 1.091172 -5.521360 -0.05 0.03 -0.03
H 1.518824 1.178899 -5.352437 0.02 0.01 -0.04
H 1.058487 3.742949 -5.519108 -0.02 0.01 0.04
H 0.482372 5.765843 -4.188225 0.00 -0.02 0.02
H -0.492283 5.470149 -1.898634 0.00 -0.01 -0.02
H -0.818964 3.176449 -1.041251 -0.04 -0.01 0.09
H 0.834663 -3.659467 -5.733577 -0.02 0.00 0.03
S -5.691478 0.096113 -1.646901 -0.12 -0.01 0.07
Sb -4.427631 -0.762696 -3.440564 0.01 -0.05 -0.16
S -2.535042 0.897982 -3.468700 0.12 0.07 0.18
S -4.407499 -1.546144 -1.193536 0.03 0.17 0.11
Cl 3.158721 -3.509184 3.310910 0.01 0.00 0.00
C 1.632348 -2.722846 3.488008 0.06 0.01 -0.07
C 1.585965 -1.379575 3.818463 0.02 0.03 0.07
C 0.349411 -0.757919 3.899230 -0.02 0.02 0.00
C -0.848962 -1.435684 3.671460 0.05 0.06 -0.06
C -2.137610 -0.646811 3.837215 0.07 -0.06 0.11
C -3.115755 -0.679887 2.657364 0.04 0.06 -0.06
N -2.711834 0.178958 1.526505 -0.05 -0.01 0.21
C -3.439571 1.242463 1.024116 -0.05 -0.09 0.13
C -2.864914 1.591319 -0.145560 0.05 -0.07 -0.03
N -1.758024 0.767212 -0.350379 -0.09 -0.02 0.05
C -1.704727 -0.061123 0.714310 -0.13 -0.03 -0.19
O -2.879016 -1.082415 4.949128 -0.09 0.06 -0.10
C -2.776492 -0.271543 6.134847 0.09 -0.01 -0.01
C -2.980156 1.195121 5.884266 0.18 -0.03 0.03
C -4.091070 1.773446 5.346749 -0.13 -0.01 -0.03
Cl -5.551025 0.989412 4.887808 0.06 -0.04 -0.02
S -3.953770 3.471890 5.186001 -0.01 0.08 -0.02
C -2.374140 3.446986 5.841193 -0.01 0.04 0.03
C -1.989038 2.185563 6.168843 0.06 -0.10 0.01
C -0.757092 -2.803547 3.388192 -0.02 0.03 0.08
Cl -2.166387 -3.805118 3.231899 -0.09 0.10 -0.04
C 0.467855 -3.444402 3.282039 -0.04 -0.04 -0.01
H 2.503035 -0.843944 4.031161 -0.09 -0.07 0.03
H 0.302238 0.290254 4.181080 0.01 -0.06 0.00
H -1.833095 0.398555 3.955898 -0.09 0.08 0.05
H -4.074300 -0.316579 3.015633 -0.04 0.08 0.01
H -3.258718 -1.673388 2.248498 -0.03 -0.17 0.08
H -4.309651 1.619918 1.539616 0.05 -0.01 -0.05
H -3.173206 2.324332 -0.869716 0.02 0.01 0.01
H -0.993164 -0.855723 0.870693 0.03 -0.02 -0.01
H -1.798364 -0.420868 6.601347 0.00 -0.02 -0.01
H -3.531497 -0.675643 6.805330 -0.04 -0.02 -0.02
H -1.832829 4.369202 5.990857 -0.03 -0.05 -0.02
H -1.040758 1.952611 6.638786 -0.05 0.02 -0.03
H 0.509764 -4.504815 3.070667 0.00 0.03 0.00
C 0.852372 1.872959 1.397417 -0.05 0.06 -0.04
C 1.696052 0.679524 0.937330 0.09 0.01 0.03
C 3.104595 0.787575 1.537486 -0.03 0.11 0.02
P 1.693342 0.322109 -0.873768 -0.18 0.11 0.06
C 2.822986 1.472410 -1.798740 0.07 0.05 0.00
C 4.299881 1.081979 -1.915370 0.04 0.04 -0.03
C 2.727155 2.913589 -1.275644 0.10 -0.02 0.08
C 2.233641 -1.449828 -1.086850 0.11 -0.08 0.04
C 1.380718 -2.358667 -0.195651 0.03 -0.01 0.08
C 3.700383 -1.861673 -0.866695 -0.02 -0.03 0.00
H 0.713528 1.804860 2.478731 0.03 -0.01 -0.05
H -0.140771 1.911257 0.948728 0.13 0.04 0.03
H 1.355918 2.818005 1.208777 0.05 0.05 -0.04
H 1.225277 -0.226082 1.334970 0.02 -0.05 0.03
H 3.548256 1.758643 1.316357 0.00 -0.04 -0.02
H 3.789246 0.017532 1.201219 0.04 -0.15 -0.04
H 3.030840 0.710521 2.623563 0.00 0.06 -0.08
H 2.424748 1.476634 -2.816144 -0.06 -0.04 -0.06
H 4.763842 0.921543 -0.942960 -0.01 0.00 -0.01
H 4.825199 1.910412 -2.394102 0.00 0.00 0.01
H 4.459215 0.200406 -2.533945 -0.02 0.12 -0.01
H 3.386482 3.049520 -0.418079 -0.02 0.00 -0.03
H 1.730533 3.219990 -0.976347 -0.03 -0.03 0.02
H 3.069747 3.596833 -2.054786 0.01 -0.02 0.03
H 1.992949 -1.676073 -2.134110 -0.05 0.02 -0.04
H 1.757776 -2.345334 0.827212 0.02 0.01 0.01
H 1.453107 -3.387369 -0.551157 0.03 0.00 0.01
H 0.323072 -2.109613 -0.161082 -0.06 0.05 -0.06
H 3.957978 -1.844463 0.188996 0.01 0.05 0.09
H 4.434114 -1.286805 -1.415864 -0.07 -0.09 0.05
H 3.793505 -2.900962 -1.187555 -0.02 0.00 0.01
```
Positions in Å, forces in eV/Å.

***

# 2
Below is ClH2NP2 in the gas phase, with properties calculated with the ωB97M-V functional and the def2-TZVPD basis.

As for the calculated total energy: -32620.0538 eV. The max |F| is 1.4 eV/A. The total charge is 0. The HOMO energy comes out at -9.572 eV. The SMILES is [PH2]#P=NCl.

```
6
Properties=species:S:1:pos:R:3:forces:R:3
N 1.873373 0.616149 0.216935 -0.73 0.12 0.18
P -0.943753 -0.370523 -0.638792 -0.04 0.04 -0.13
P 0.411857 1.245221 0.082789 0.90 -0.68 0.06
Cl 2.109939 -1.077598 0.177620 -0.04 0.25 -0.11
H -1.507282 -0.947469 0.503846 0.71 -0.64 0.67
H -1.944134 0.534218 -0.342400 -0.80 0.91 -0.68
```
Positions in Å, forces in eV/Å.

***

Q: Which formula does entry 1 have?
A: C38H45Cl3I2N4O2PS4SbW